C20H31Br2N3OSSbSr as an isolated structure, computed with ωB97M-V/def2-TZVPD.

* HOMO energy: -0.3733 Eh
* gap between HOMO and LUMO: 7.67 eV
* charge: +1

Last column: Mulliken charge in e.
Cartesian coordinates (Å):
Sb (3.2447, -0.0908, -1.2714)  0.936
Sr (0.4939, -0.0144, 0.1732)  1.244
Br (-3.1692, -5.5246, 3.4323)  -0.196
Br (-1.2664, -0.5118, 5.0378)  -0.154
S (-1.4822, 1.8908, -0.8750)  -0.519
O (-0.6587, -0.2120, 2.0249)  -1.175
N (-2.7701, 1.8393, 1.4897)  -0.346
N (-4.0458, 1.4953, -0.3646)  -0.437
N (-1.2171, -1.9682, -0.0038)  0.470
C (-1.5675, -1.7097, 3.6211)  -0.087
C (-1.1291, -2.3810, -2.3772)  -1.250
C (-2.4114, -3.8676, 2.9675)  -0.215
C (3.7398, 1.0418, -4.1544)  -1.403
C (2.3457, 2.4477, -2.6084)  -1.332
C (5.6816, 0.1051, 0.4708)  -1.480
C (2.8925, -3.0701, -0.8612)  -1.315
C (-2.4217, -4.4130, 0.5243)  -0.799
C (-1.5417, -2.3159, 1.2915)  -0.869
C (-2.1435, -2.9592, 3.9417)  -0.261
C (-1.5100, -2.7921, -0.9843)  0.440
C (3.1570, -2.1102, -2.0236)  0.514
C (2.7107, 1.0237, -3.0313)  0.306
C (-2.1225, -3.5546, 1.6116)  1.075
C (-2.1360, -4.0363, -0.7510)  -0.901
C (4.3049, -2.6235, -2.8853)  -1.374
C (6.3300, -0.0780, -1.9459)  -1.377
C (5.2842, 0.4507, -0.9682)  0.249
C (-2.8414, 1.7193, 0.1666)  0.769
C (-1.2367, -1.3511, 2.3363)  0.721
H (5.2289, 1.5410, -1.0640)  0.306
H (6.6859, 0.4767, 0.6856)  0.400
H (3.2021, 2.9684, -2.1717)  0.327
H (5.0058, 0.5349, 1.2117)  0.353
H (1.5351, 2.4922, -1.8738)  0.189
H (4.6433, 1.5763, -3.8543)  0.305
H (1.8070, 0.5176, -3.3911)  0.343
H (-2.8860, -5.3694, 0.7237)  0.383
H (2.0209, 3.0346, -3.4706)  0.417
H (-3.5487, 1.5799, 2.0749)  0.232
H (-1.8601, 1.7877, 1.9202)  0.174
H (3.7379, -3.1133, -0.1709)  0.340
H (5.2002, -2.7918, -2.2864)  0.283
H (-2.3724, -4.6828, -1.5852)  0.467
H (4.0365, 0.0470, -4.4865)  0.249
H (5.7010, -0.9768, 0.6253)  0.351
H (4.0296, -3.5855, -3.3251)  0.440
H (-2.3659, -3.1871, 4.9747)  0.438
H (2.7227, -4.0856, -1.2286)  0.405
H (-4.1385, 1.4553, -1.3638)  0.211
H (2.0093, -2.8057, -0.2673)  0.204
H (-4.8801, 1.4777, 0.1984)  0.197
H (-1.8983, -2.6641, -3.0954)  0.451
H (6.0557, 0.0354, -2.9928)  0.272
H (4.5752, -1.9538, -3.7002)  0.290
H (6.5289, -1.1346, -1.7673)  0.310
H (7.2719, 0.4529, -1.7912)  0.445
H (-0.2035, -2.8686, -2.6936)  0.194
H (2.2543, -2.0628, -2.6465)  0.064
H (3.3324, 1.5690, -5.0209)  0.470
H (-0.9990, -1.2986, -2.4428)  0.256

=====

A 9-piece molecular cluster, C20H31Cl26N2O overall, computed with ωB97M-V/def2-TZVPD.

* <S²>: 0.754
* HOMO energy (spin up / spin down): -0.3147 / -0.3527 Eh
* 2S+1: 2
* energy relative to the best compared isomer or geometry (same formula, charge and spin): 9.9 kcal/mol
* gap between HOMO and LUMO (spin up / spin down): 8.88 / 9.64 eV

Last column: Löwdin spin population.
Cartesian coordinates (Å):
Cl (7.3797, -0.9522, 1.4110)  0.000
Cl (-3.4116, 3.2837, 0.5028)  0.000
Cl (-8.3387, 2.6195, -0.5889)  0.000
Cl (-7.1213, 0.6119, 1.1244)  0.000
Cl (-7.7886, -3.4842, -8.1638)  0.000
Cl (-9.0471, -1.9741, -6.0315)  0.000
Cl (5.3340, 4.4266, -2.3631)  0.000
Cl (-2.7447, -2.8488, 2.3167)  0.000
Cl (-3.5981, -0.9694, 4.9810)  0.000
Cl (6.5559, 0.4740, -1.1994)  0.000
Cl (-0.2166, -5.6812, -1.3910)  0.000
Cl (-4.2658, -0.7306, -2.6981)  0.000
Cl (-6.2439, -1.5323, 3.8706)  0.000
Cl (-5.7400, -1.8874, 6.7114)  0.000
Cl (-4.9226, 1.2531, -4.7167)  0.000
Cl (4.3459, 7.0783, -1.7045)  0.000
Cl (-3.5526, -3.6306, -0.3265)  0.000
Cl (-5.8042, -1.4975, -5.0439)  0.000
Cl (-1.4834, 2.2250, 2.4139)  0.003
Cl (-3.9788, 0.8576, 1.9881)  0.000
Cl (-2.6523, -5.6601, 1.5584)  0.000
Cl (1.1048, -5.3694, 1.1756)  0.000
Cl (-10.6373, -3.7774, -7.6679)  0.000
Cl (2.4484, -4.5345, -1.2610)  0.000
Cl (5.4618, 5.3893, 0.3766)  0.000
Cl (-7.5456, 0.0511, -1.6926)  0.000
O (1.4898, 1.4597, 2.6490)  0.498
N (3.7803, 0.3117, -2.0961)  0.000
N (2.2956, 1.0437, 1.7442)  0.382
C (1.3298, -5.6938, -0.5431)  0.000
C (-7.1755, 1.2990, -0.4931)  0.000
C (-2.4644, -3.9984, 1.0107)  0.000
C (5.2727, -0.3482, -0.2225)  0.000
C (4.8251, -1.0834, 2.2183)  0.007
C (1.6950, 0.0086, 0.8485)  0.028
C (4.1025, 2.6380, 2.2120)  0.006
C (2.7250, -0.5974, -0.1276)  -0.001
C (-9.2636, -2.6729, -7.6340)  0.000
C (2.1479, 3.3707, 0.8441)  0.015
C (5.5410, 5.8403, -1.3272)  0.000
C (-5.0463, -1.9702, 5.0928)  0.000
C (1.1888, -1.1343, 1.7457)  0.002
C (3.0713, 2.1706, 1.1380)  0.028
C (0.4870, 0.5875, 0.0828)  0.019
C (5.6970, -0.2830, 1.2470)  0.000
C (3.8861, 0.3022, -0.6175)  0.000
C (-3.1890, 2.4246, 2.0369)  0.002
C (-5.4567, -0.2118, -3.8903)  0.000
C (3.7877, 1.7793, -0.1822)  0.000
H (2.6753, 4.0411, 0.1546)  0.001
H (-3.6459, 3.0180, 2.8188)  0.000
H (5.1266, 2.6450, 1.8338)  0.000
H (4.4239, -1.9908, 1.7574)  0.000
H (0.4782, -0.7587, 2.4874)  -0.001
H (-6.1936, 1.6993, -0.7166)  0.000
H (2.1587, -0.8782, -1.0211)  0.000
H (-1.4466, -3.8762, 0.6609)  0.000
H (-4.7539, -2.9954, 4.9022)  0.000
H (3.8811, 3.6621, 2.5310)  0.000
H (4.0227, -0.4605, 2.6227)  0.003
H (5.7849, 0.7572, 1.5574)  0.000
H (0.7706, 0.9911, -0.8946)  0.000
H (-0.2339, -0.2200, -0.0902)  0.002
H (2.0253, -1.6020, 2.2750)  0.000
H (1.7625, -6.6807, -0.6437)  0.000
H (0.7047, -1.8920, 1.1207)  0.000
H (-9.4665, -1.8662, -8.3262)  0.000
H (-6.3727, 0.0214, -3.3611)  0.000
H (3.2571, 2.2846, -0.9982)  0.000
H (3.1230, -1.5318, 0.2790)  0.000
H (1.2186, 3.0678, 0.3557)  0.001
H (4.2346, 1.1362, -2.4751)  0.000
H (5.2785, -1.3924, -0.5584)  0.000
H (1.9072, 3.9261, 1.7526)  0.002
H (4.8022, 2.1922, -0.1914)  0.000
H (4.2380, -0.4994, -2.5036)  0.000
H (5.4423, -1.4003, 3.0628)  0.000
H (-0.0128, 1.3432, 0.6929)  0.002
H (4.0213, 2.0259, 3.1162)  -0.001
H (6.5241, 6.2502, -1.5189)  0.000

=====

C20H31LaO3 as an isolated structure, computed with ωB97M-V/def2-TZVPD.

* HOMO energy: -0.2482 Eh
* energy relative to the best compared isomer or geometry (same formula, charge and spin): 54.4 kcal/mol
* gap between HOMO and LUMO: 6.76 eV

Last column: Mulliken charge in e.
Cartesian coordinates (Å):
La (-2.5470, 1.5704, 1.4442)  1.716
O (3.0121, -3.1027, -2.2717)  -0.392
O (-4.1372, 2.6709, 2.3072)  -0.403
O (-1.0612, -0.1140, 0.4108)  -0.387
C (-1.7941, 2.8448, -0.9052)  -0.302
C (0.2602, 0.1289, -0.2466)  -0.512
C (4.5428, -4.6658, -2.4266)  -0.865
C (-0.0547, -2.2371, 0.1891)  -0.610
C (5.2594, -2.2035, -2.6784)  -1.691
C (-1.3927, 1.2015, 3.7898)  -1.146
C (3.2336, -4.4118, -1.6747)  -0.432
C (1.0432, -1.1559, 0.0062)  -0.423
C (4.2427, -3.2662, -3.0413)  1.590
C (-1.1665, -1.5189, 0.9457)  -0.482
C (-0.3605, 2.9076, 2.6272)  -0.722
C (-2.3387, 3.8330, -0.0539)  -0.929
C (-3.7122, 3.5048, 0.1942)  -0.157
C (-4.0119, 2.3069, -0.5482)  -1.237
C (-0.2493, 1.5432, 3.0209)  -0.387
C (-2.8264, 1.8952, -1.2090)  -0.482
C (-1.5718, 3.4206, 3.1522)  -0.384
C (-4.9026, 3.6656, 2.9537)  -0.954
C (-2.2252, 2.3536, 3.8571)  -0.381
C (3.9806, -3.3059, -4.5345)  -1.637
H (0.0341, 0.3362, -1.3004)  0.334
H (-2.2009, -1.8371, 0.7393)  0.309
H (0.5607, 0.8745, 2.7575)  0.528
H (4.5009, -5.4932, -3.1356)  0.305
H (3.6020, -2.3360, -4.8745)  0.366
H (0.6907, 1.0385, 0.2029)  0.251
H (3.3621, -4.3314, -0.5907)  0.261
H (-5.0328, 3.3834, 4.0143)  0.251
H (-4.9144, 1.7214, -0.3813)  0.539
H (1.5712, -1.0301, 0.9671)  0.245
H (6.2053, -2.3826, -3.2010)  0.405
H (-4.4339, 4.2685, 0.4577)  0.656
H (0.2740, -3.1517, 0.6988)  0.380
H (-0.9914, -1.4899, 2.0364)  0.277
H (1.7588, -1.3739, -0.7973)  0.228
H (4.8915, -1.2181, -2.9850)  0.368
H (2.4383, -5.1167, -1.9382)  0.294
H (4.9104, -3.5044, -5.0806)  0.383
H (-1.9511, 4.4176, 2.9292)  0.434
H (0.3232, 3.4708, 1.9985)  0.424
H (-2.6816, 0.9548, -1.7380)  0.420
H (3.2597, -4.0869, -4.7999)  0.378
H (5.4589, -2.1947, -1.6013)  0.367
H (-1.7536, 0.2121, 4.0589)  0.568
H (5.4261, -4.6963, -1.7878)  0.301
H (-4.5321, 4.7084, 2.8971)  0.327
H (-5.8149, 3.6959, 2.3462)  0.302
H (-3.1481, 2.3079, 4.4236)  0.457
H (-0.7580, 2.7972, -1.2315)  0.510
H (-1.8135, 4.6582, 0.4140)  0.488
H (-0.4641, -2.4676, -0.8066)  0.256

=====

C20H31N2OPt as an isolated structure, computed with ωB97M-V/def2-TZVPD.

* <S²>: 6.020
* HOMO energy (spin up / spin down): -0.3434 / -0.4230 Eh
* 2S+1: 5
* gap between HOMO and LUMO (spin up / spin down): 7.02 / 5.28 eV
* charge: +1

Last column: Löwdin spin population.
Cartesian coordinates (Å):
Pt (0.2076, -0.7657, -0.4146)  1.163
O (-1.5739, 0.5063, 2.1484)  0.043
N (0.0866, 1.7078, 3.1619)  0.002
N (-0.5505, -0.3688, 4.0277)  0.001
C (-0.8793, -1.9256, -2.0412)  0.211
C (-1.1090, -2.4430, 0.2351)  0.115
C (-0.0397, 2.6994, 2.1304)  0.004
C (0.1753, 1.7518, -4.9631)  0.092
C (-1.8675, 0.2511, -5.0055)  0.092
C (2.0511, 0.8380, 0.2015)  0.262
C (-0.7412, 0.6110, 3.0730)  0.004
C (1.8918, 0.9288, -1.2107)  0.141
C (-0.4091, 0.4090, -5.0958)  0.560
C (-0.3554, -2.7672, -0.9683)  0.141
C (-2.0406, -1.2390, -1.5276)  0.176
C (-1.2732, -1.6033, 3.8895)  0.000
C (1.9429, -0.4154, -1.7614)  0.176
C (0.4313, -0.7129, -5.5273)  0.095
C (0.9643, 1.9529, 4.2825)  0.000
C (-2.1150, -1.4711, -0.1305)  0.243
C (0.2027, -0.1840, 5.2426)  0.000
C (2.2601, -0.5426, 0.5659)  0.132
C (2.2839, -1.3213, -0.6610)  0.126
C (0.3881, 1.2888, 5.5102)  0.000
H (0.0247, -1.6764, -5.1875)  0.008
H (-2.3646, 0.4086, -5.9793)  0.035
H (-1.8309, -1.5598, 2.9582)  0.000
H (-2.8899, -1.1280, 0.5483)  0.010
H (2.5733, -2.3664, -0.7557)  0.003
H (1.8103, 1.8448, -1.7982)  0.004
H (-2.1476, -0.7549, -4.6653)  0.008
H (1.0575, 1.4329, 6.3640)  0.000
H (2.5003, -0.9183, 1.5613)  0.005
H (-0.1971, 2.2296, 1.1555)  0.003
H (0.8606, 3.3223, 2.1042)  0.000
H (-0.9962, -2.9416, 1.1939)  0.005
H (-0.8950, 3.3639, 2.3241)  0.001
H (-0.4051, 2.3606, -4.2554)  0.008
H (1.8986, -0.6927, -2.8098)  0.007
H (1.9720, 1.5441, 4.0789)  0.000
H (-1.9811, -1.7315, 4.7211)  0.000
H (-0.5205, -1.9367, -3.0622)  0.009
H (1.4575, -0.6097, -5.1453)  0.008
H (0.5112, -0.7755, -6.6278)  0.035
H (1.2153, 1.7042, -4.6123)  0.008
H (2.1503, 1.6728, 0.8883)  0.011
H (-0.5859, -2.4605, 3.8785)  0.000
H (-0.5824, 1.7457, 5.7528)  0.000
H (0.3940, -3.5468, -1.0649)  0.004
H (-2.2953, 0.9875, -4.3105)  0.007
H (1.0574, 3.0364, 4.4297)  0.000
H (0.1839, 2.2999, -5.9221)  0.035
H (-2.7651, -0.7031, -2.1350)  0.005
H (1.1913, -0.6647, 5.1413)  0.000
H (-0.3327, -0.6718, 6.0694)  0.000

=====

Number 1: energy -186051.937 eV. Number 2: energy -351851.503 eV. Number 3: energy -28242.266 eV. Number 4: energy -29505.326 eV.